Entry 1:
The following is a quantum chemistry calculation of a 11-piece molecular cluster, C34H68Cl10O12S6 overall at a distorted geometry, from the OMol25 dataset.

Each line ends with the Löwdin charge.
Element x y z (Å)
C 0.55239 -3.13932 0.72775  -0.172
C 1.36393 -4.46483 1.02827  -0.198
C 1.43441 -5.36900 -0.23579  -0.192
S -0.09323 -4.86839 -1.16627  0.662
O -0.82271 -6.10044 -1.39474  -0.328
O 0.39273 -4.12723 -2.30156  -0.314
C -0.71429 -3.75940 0.03284  -0.244
H 1.01773 -2.53609 -0.02516  0.082
H 0.28698 -2.50522 1.55731  0.076
H 0.89581 -5.11868 1.79206  0.114
H 2.40506 -4.22750 1.39263  0.097
H 1.54606 -6.47961 -0.11579  0.115
H 2.24348 -5.04248 -0.92192  0.091
H -1.30428 -4.16130 0.81373  0.102
H -1.22156 -2.98557 -0.51260  0.060
C -3.65999 -2.22371 4.82275  -0.204
C -2.11569 -2.41834 5.15038  -0.157
C -1.44069 -1.19336 4.49962  -0.213
S -2.28008 -0.84150 2.96821  0.681
O -1.65386 -1.49162 1.83299  -0.339
O -2.67101 0.55320 2.87931  -0.344
C -3.78402 -1.78334 3.39649  -0.234
H -4.08148 -1.50685 5.53296  0.116
H -4.20773 -3.19694 4.98108  0.130
H -1.74627 -3.31263 4.68083  0.105
H -1.94401 -2.54742 6.18755  0.100
H -0.35159 -1.21321 4.32413  0.097
H -1.64350 -0.22123 4.95387  0.082
H -3.77897 -2.65344 2.68306  0.124
H -4.59946 -1.11242 3.16894  0.084
C 3.76659 -2.52819 -2.47095  -0.180
C 3.96484 -1.25475 -3.30033  -0.247
C 4.57323 -0.20321 -2.44305  -0.283
S 5.75140 -1.11321 -1.47452  0.674
O 5.78825 -0.51879 -0.13891  -0.343
O 6.95269 -1.24515 -2.25670  -0.307
C 4.90397 -2.62509 -1.46468  -0.235
H 3.84968 -3.37420 -3.17410  0.126
H 2.77412 -2.41779 -1.98015  0.109
H 3.02621 -0.87853 -3.67447  0.049
H 4.60982 -1.41023 -4.14580  0.118
H 3.95390 0.31236 -1.72946  0.057
H 5.16083 0.48564 -2.99556  0.086
H 4.57666 -2.72981 -0.44225  0.070
H 5.69683 -3.38134 -1.75188  0.134
C -0.35157 5.32469 3.84282  -0.230
C -1.78311 4.95799 4.18008  -0.202
C -1.97313 3.44762 3.87944  -0.239
S -0.42325 2.63984 4.15030  0.673
O 0.09562 1.97924 2.96063  -0.345
O -0.44634 1.90777 5.39929  -0.344
C 0.53420 4.22309 4.50273  -0.190
H 0.07047 6.32595 4.12744  0.132
H -0.22510 5.29098 2.74022  0.112
H -2.46104 5.48646 3.46680  0.123
H -2.06565 5.23462 5.24291  0.138
H -2.17289 3.18130 2.81972  0.077
H -2.71706 2.91035 4.41543  0.092
H 1.60443 4.22256 4.22424  0.097
H 0.56805 4.33478 5.60558  0.103
C 3.96809 0.92981 3.66981  -0.194
C 3.01560 0.02638 4.51184  -0.207
C 2.35518 -0.88755 3.55307  -0.238
S 3.39345 -1.03231 2.02520  0.711
O 2.76977 -0.34876 0.88361  -0.376
O 3.81499 -2.42887 1.84787  -0.350
C 4.66177 0.06709 2.61412  -0.240
H 4.78383 1.36788 4.30853  0.130
H 3.44645 1.74160 3.15513  0.105
H 2.22355 0.64657 4.97030  0.112
H 3.59349 -0.56211 5.24066  0.125
H 1.50647 -0.36868 3.05563  0.087
H 2.16355 -1.89220 3.90927  0.102
H 5.12889 0.47742 1.72503  0.078
H 5.44143 -0.59100 3.07291  0.128
C -3.56242 -3.05230 -3.82394  -0.214
C -2.72450 -2.87209 -2.59277  -0.208
C -1.52346 -1.94779 -3.04545  -0.204
S -2.43541 -0.64328 -3.87226  0.700
O -1.57959 -0.29148 -4.96355  -0.357
O -2.93744 0.38773 -2.95447  -0.344
C -3.75046 -1.72375 -4.48344  -0.198
H -4.50132 -3.54857 -3.64295  0.119
H -2.97175 -3.75794 -4.41845  0.133
H -2.27062 -3.76824 -2.14601  0.084
H -3.21505 -2.36796 -1.77560  0.103
H -0.88298 -2.43285 -3.78486  0.112
H -0.94785 -1.61529 -2.20802  0.062
H -3.82028 -1.57464 -5.57237  0.118
H -4.58447 -1.22223 -4.04025  0.094
Cl -5.50825 4.00810 1.29921  0.600
C -4.56574 2.60104 0.86321  -0.726
C -5.52176 1.51109 0.49103  -0.595
Cl -4.56768 0.01097 0.16920  0.619
H -3.95949 2.33520 1.72178  0.030
H -3.91782 2.84426 0.00100  0.036
H -6.10448 1.69523 -0.39869  0.075
H -6.13266 1.27575 1.32958  0.055
Cl 3.12669 5.64541 1.31139  0.483
C 2.23220 4.28943 0.46596  -0.606
C 2.81298 3.97216 -0.91830  -0.657
Cl 4.48991 3.39468 -0.95402  0.573
H 1.19466 4.63548 0.29306  0.048
H 2.33884 3.45538 1.16747  0.052
H 2.81303 4.87050 -1.51080  0.064
H 2.17778 3.26260 -1.32988  0.007
Cl 1.01883 0.43459 -1.34031  0.705
C -0.08839 0.61881 0.02738  -0.626
C -1.39516 1.23030 -0.35801  -0.521
Cl -1.31420 3.10840 -0.21268  0.544
H 0.44500 1.23308 0.79154  0.054
H -0.31889 -0.34961 0.39090  0.027
H -2.17600 0.91101 0.23790  -0.032
H -1.53959 1.04968 -1.42799  0.030
Cl 2.71194 1.75663 -4.27605  0.616
C 1.18006 0.89900 -4.53203  -0.667
C 1.05823 0.43474 -6.00017  -0.597
Cl 2.32289 -0.66991 -6.78356  0.485
H 0.36968 1.61583 -4.23218  0.073
H 1.20592 0.03510 -3.85026  -0.001
H 1.08614 1.27408 -6.69255  0.055
H 0.13460 -0.16165 -6.11515  0.035
Cl -3.41251 4.59945 -4.89708  0.524
C -2.59970 3.00050 -5.01561  -0.667
C -2.63715 2.29917 -6.39162  -0.663
Cl -4.24625 1.69495 -6.82302  0.547
H -2.99038 2.25852 -4.27277  0.046
H -1.51195 3.20064 -4.78706  0.078
H -2.00050 1.38914 -6.35634  0.042
H -2.39658 3.07858 -7.15088  0.075

Cartesian forces (eV/Å) of the 2 atoms listed first:
C -0.2614 -2.8574 -1.0897
C 1.5127 -0.1053 0.6449

Results
Molecular weight = 1215.8 g/mol
Max |F| = 4.30 eV Å⁻¹
Multiplicity = 1
SMILES = O=S1(=O)CCCC1.O=S1(=O)CCCC1.O=S1(=O)CCCC1.O=S1(=O)CCCC1.O=S1(=O)CCCC1.O=S1(=O)CCCC1.ClCCCl.ClCCCl.ClCCCl.ClCCCl.ClCCCl
Relative energy (zero: lowest compared OMol25 entry of this formula, charge and spin) = 47.2 kcal per mole
Kohn-Sham gap = 0.3529 Eh



Entry 2:
The following is a quantum chemistry calculation of C16H17AsCdN10O7S4 as an isolated structure, from the OMol25 dataset.

Each line ends with the Löwdin charge.
Element x y z (Å)
Cd 0.68209 -0.24204 0.39323  1.171
N 2.41955 -0.03610 -1.36835  -0.083
N 2.10597 0.29204 -2.70785  -0.059
C 0.98000 -0.37466 -3.21711  -0.904
N 0.68677 0.09429 -4.51881  0.082
S -0.43864 -0.92280 -2.20878  0.907
H 2.62151 0.85536 -0.90260  -0.051
H 3.22202 -0.64920 -1.33614  0.086
H 1.99422 1.29963 -2.77613  0.058
H 1.50992 -0.00323 -5.10190  0.081
H -0.09102 -0.41794 -4.90935  0.070
O 1.26911 -4.73887 1.45488  -0.426
As 1.50707 -3.66710 0.00735  1.026
O 0.92712 -1.72566 -2.93879  -0.358
O 1.60803 -2.17578 0.78729  -0.799
C -0.37890 -3.97208 -0.74263  -0.329
C -0.21370 -4.92702 -1.75717  -0.180
C -1.26816 -5.51737 -2.43214  -0.108
C -2.56711 -5.15309 -2.10024  -0.100
C -2.76372 -4.19918 -1.11994  -0.091
C -1.69101 -3.60203 -0.45421  -0.291
S -2.27161 -2.39687 0.74895  0.427
O -3.23217 -1.60845 -0.02369  -0.380
O -2.88649 -3.16428 1.80973  -0.320
O -1.12700 -1.59988 1.21763  -0.467
H 0.83482 -4.18702 2.12352  0.005
H 0.79771 -5.22148 -2.02562  0.061
H -1.07789 -6.25319 -3.20510  0.089
H -3.41882 -5.59974 -2.60000  0.091
H -3.76949 -3.89211 -0.86445  0.104
S 1.88538 1.05041 2.20982  0.487
C 2.10098 2.78393 2.00844  -0.700
C 2.45794 3.45992 3.17917  -0.102
C 2.72576 4.82272 3.21833  -0.220
C 3.09158 5.44324 4.45244  -0.206
N 3.39187 5.93856 5.44847  0.125
C 2.62217 5.56050 2.02742  -0.219
C 2.26251 4.90629 0.86079  -0.100
C 1.99015 3.52766 0.79662  -0.742
S 1.53717 2.86926 -0.73946  0.488
C 2.89151 6.96603 1.99455  -0.201
N 3.10391 8.09699 1.94785  0.127
H 2.53174 2.88891 4.09539  0.098
H 2.18822 5.47056 -0.05873  0.093
O -1.11282 0.30369 3.66557  -0.121
H -0.19353 0.56718 3.48791  -0.066
H -1.24857 -0.45028 3.06974  -0.004
N -4.39225 0.62757 -1.30982  0.118
N -3.32160 1.08134 -0.53866  -0.299
N -3.46106 1.59232 0.66648  0.134
C -2.19621 1.67348 1.05761  -0.195
N -1.36155 1.21657 0.11526  -0.047
N -2.10197 0.86023 -0.90400  -0.008
H -5.20575 0.83057 -0.73753  0.084
H -4.27560 -0.39174 -1.27523  0.065
H -1.88018 2.00997 2.02999  0.102

Cartesian forces (eV/Å) of the 2 atoms listed first:
Cd 0.0456 0.1164 -0.0666
N -0.0675 0.0358 0.1601

Results
Charge = -2
Molecular weight = 777.0 g/mol
Max |F| = 0.28 eV Å⁻¹
Multiplicity = 1
Relative energy (zero: lowest compared OMol25 entry of this formula, charge and spin) = 57.3 kcal per mole
Kohn-Sham gap = 0.2351 Eh



Entry 3:
The following is a quantum chemistry calculation of C16H16N5O7S2 as an isolated structure at a distorted geometry, from the OMol25 dataset.

Each line ends with the Löwdin charge.
Element x y z (Å)
C -6.71136 -2.73803 0.31970  0.011
H -7.09711 -2.49463 -0.71426  0.083
O -5.21944 -2.39485 0.14920  -0.136
N -5.09406 -1.17094 -0.05343  0.058
C -3.90893 -0.92879 -0.25687  -0.183
C -3.76515 0.58710 -0.25358  -0.278
C -4.74497 1.43627 -0.56047  -0.258
S -4.02088 3.17820 -0.95891  0.893
C -2.47923 2.51223 -0.37125  -0.650
N -2.43941 1.17218 -0.07448  0.037
N -1.41167 3.44810 -0.13741  0.046
H -1.55656 4.34223 -0.32567  -0.017
H -0.48201 2.68968 0.22260  0.158
H -5.65455 1.45695 -0.94406  -0.016
C -2.74376 -1.69008 -0.20234  -0.476
O -2.78347 -2.76696 -0.53771  0.179
N -1.68626 -1.35513 0.73996  0.094
H -1.81329 -0.25103 0.98706  0.160
C -0.28041 -1.59332 0.55518  -0.304
H -0.41118 -2.74241 0.68727  0.180
C 0.44052 -0.96394 -0.52134  -0.534
N 1.02005 -0.19458 0.82224  0.134
C 0.52495 -0.88369 1.70349  -0.424
O 0.60421 -1.00190 3.01234  -0.044
C 2.22646 0.74760 0.24882  0.050
C 3.35013 0.05152 -0.16645  -0.249
C 4.48862 0.61790 -0.57926  -0.176
H 4.69921 0.84134 -1.68296  0.180
H 4.25014 1.81676 -0.19667  0.198
O 5.67417 0.31375 0.21121  0.067
C 6.51010 -0.33917 -0.51752  -0.396
O 6.38030 -0.85984 -1.73397  -0.023
C 7.65262 -0.79205 0.49206  0.068
H 7.72066 -0.19758 1.21251  0.004
H 8.50726 -1.03560 -0.08796  0.088
H 7.40400 -1.57174 0.98829  0.024
C 3.24679 -1.42842 -0.64542  -0.297
H 3.20024 -2.02049 0.70220  0.218
H 4.02773 -1.70115 -1.09373  -0.037
S 1.58247 -1.77004 -1.32544  1.004
C 1.99447 2.00547 0.91535  -0.499
O 0.59443 2.34610 1.34196  -0.232
O 2.70776 2.85770 0.57769  0.083
H -0.10913 -0.43960 -1.08110  0.037
H -7.33770 -2.10971 0.97202  0.077
H -6.69656 -3.87010 0.41288  0.100

Cartesian forces (eV/Å) of the 2 atoms listed first:
C 1.4473 -0.7149 -2.9239
H 0.1622 -0.4814 0.9755

Results
Charge = -1
Molecular weight = 454.5 g/mol
Max |F| = 14.66 eV Å⁻¹
Multiplicity = 1
Kohn-Sham gap = 0.2751 Eh



Entry 4:
The following is a quantum chemistry calculation of a single C5H9NO molecule, from the OMol25 dataset.

Each line ends with the Löwdin charge.
Element x y z (Å)
C -1.14270 0.89840 -1.02470  -0.064
C -0.97235 -0.07896 0.12130  -0.313
N -0.70849 -1.47550 -0.23559  0.125
C 0.44736 -1.58709 0.49096  -0.471
O 1.21554 -2.49763 0.68032  0.076
C 0.38845 -0.10180 0.88751  -0.203
C 1.56060 0.71574 0.34400  -0.051
H -0.31987 0.82850 -1.74208  0.081
H -1.17814 1.92181 -0.63271  0.083
H -2.08071 0.71578 -1.55993  0.076
H -1.82466 0.01286 0.80751  0.136
H -1.25420 -2.17131 -0.72259  0.146
H 0.25809 0.04974 1.96348  0.142
H 2.07314 0.18743 -0.46649  0.089
H 2.29678 0.89350 1.13085  0.078
H 1.24116 1.68852 -0.04184  0.070

Cartesian forces (eV/Å) of the 2 atoms listed first:
C 0.0208 0.0070 -0.0516
C -0.1184 0.1794 0.0166

Results
Molecular weight = 99.1 g/mol
Max |F| = 0.42 eV Å⁻¹
Multiplicity = 1
SMILES = C[C@@H]1C(=O)N[C@@H]1C
Relative energy (zero: lowest compared OMol25 entry of this formula, charge and spin) = 17.7 kcal per mole
Kohn-Sham gap = 0.3880 Eh



Entry 5:
The following is a quantum chemistry calculation of C39H30F9N6O3SZr as an isolated structure at a distorted geometry, from the OMol25 dataset.

Each line ends with the Löwdin charge.
Element x y z (Å)
Zr -0.05599 -0.54714 0.34634  1.893
C -1.13694 2.37790 -1.74074  -0.019
C -2.54230 2.01319 -1.35374  -0.211
C -3.58077 2.46390 -2.16292  -0.042
C -4.89905 2.19332 -1.84543  -0.060
C -5.17921 1.45849 -0.70531  -0.037
C -4.16772 0.99350 0.12551  -0.219
C -4.56520 0.21039 1.35168  -0.025
C -2.83704 1.27501 -0.20990  -0.207
N -1.77549 0.79294 0.67192  -0.046
C -1.88194 1.38965 1.92123  -0.517
O -2.51280 2.37688 2.22387  0.105
C -1.08623 0.68938 2.98132  -0.223
C -1.18476 0.99143 4.32034  0.035
C -0.32063 0.35698 5.20133  0.014
C 0.64393 -0.52056 4.71513  0.045
C 0.67522 -0.76509 3.36573  -0.162
N -0.20496 -0.20414 2.52502  -0.008
C 1.71196 -1.60979 2.69123  -0.464
O 2.50472 -2.25723 3.33447  0.123
N 1.60760 -1.51217 1.32282  -0.063
C 2.45368 -2.44187 0.59806  -0.208
C 3.59738 -1.96871 -0.04814  -0.223
C 4.12103 -0.57053 0.17148  -0.023
C 4.32960 -2.84031 -0.84868  -0.056
C 3.96032 -4.16903 -0.96921  -0.065
C 2.88861 -4.64847 -0.23001  -0.034
C 2.14073 -3.80734 0.58614  -0.202
C 1.09962 -4.40530 1.48823  -0.028
H -1.10330 2.73130 -2.77112  0.094
H -0.74105 3.16597 -1.09320  0.083
H -0.46457 1.52458 -1.67655  0.029
H -3.34289 3.03349 -3.05434  0.112
H -5.70041 2.54310 -2.48436  0.109
H -6.20826 1.23391 -0.44724  0.118
H -5.48226 -0.34677 1.16195  0.089
H -3.80198 -0.50010 1.66080  0.058
H -4.75054 0.88360 2.19164  0.093
H -1.91452 1.72464 4.63397  0.134
H -0.37746 0.56529 6.26246  0.125
H 1.37249 -1.00785 5.34859  0.135
H 4.93153 -0.60290 0.90312  0.100
H 4.53554 -0.14850 -0.74659  0.079
H 3.36577 0.10090 0.57245  0.048
H 5.21174 -2.47144 -1.36282  0.116
H 4.52953 -4.83939 -1.60219  0.108
H 2.63384 -5.70194 -0.26792  0.119
H 0.69194 -5.32196 1.06702  0.079
H 1.56238 -4.64713 2.44699  0.099
H 0.27667 -3.72529 1.69346  0.056
N 2.14764 3.20519 -0.86835  0.166
C 1.45345 4.29032 -0.25628  -0.260
C 1.31036 5.50140 -0.90505  -0.011
C 0.56029 6.50544 -0.30455  -0.054
C -0.07008 6.28036 0.91166  -0.054
C 0.05501 5.04868 1.54300  -0.064
C 0.84766 4.07236 0.96575  -0.460
S 1.17291 2.55433 1.77253  1.076
N 1.18063 1.50876 0.40728  -0.314
C 1.76085 1.92794 -0.66205  -0.394
C 1.98535 0.92635 -1.74294  -0.220
C 2.79532 1.14806 -2.82992  0.017
C 3.00456 0.11209 -3.73513  -0.003
C 2.40039 -1.10483 -3.50950  0.003
C 1.58763 -1.24865 -2.39752  -0.074
N 1.36815 -0.24844 -1.53713  0.024
H 2.54843 3.41691 -1.76620  0.132
H 1.77263 5.66317 -1.87309  0.121
H 0.45609 7.46019 -0.80250  0.115
H -0.66965 7.05696 1.36630  0.115
H -0.45114 4.84943 2.47976  0.117
H 3.30022 2.09122 -2.98225  0.122
H 3.64572 0.26327 -4.59429  0.127
H 2.55207 -1.94800 -4.16881  0.129
H 1.10120 -2.18663 -2.17609  0.109
F -3.42406 -1.35206 -1.27088  0.202
C -2.35505 -1.86472 -1.85112  -0.506
F -2.71630 -2.35138 -3.02411  0.207
F -1.49480 -0.82981 -2.09117  0.113
C -1.56649 -2.90127 -0.92139  -0.228
O -0.38279 -2.33990 -0.52542  -0.282
C -1.27240 -4.18212 -1.73936  -0.566
F -0.62611 -3.85719 -2.86655  0.175
F -2.40461 -4.81014 -2.04517  0.200
F -0.48807 -5.01611 -1.07448  0.191
C -2.37465 -3.23766 0.38038  -0.536
F -1.93712 -4.34951 0.94819  0.198
F -2.12273 -2.22301 1.26067  0.101
F -3.67805 -3.33981 0.22188  0.210

Cartesian forces (eV/Å) of the 2 atoms listed first:
Zr 0.8346 0.3480 -0.5783
C -0.0168 0.0200 0.0973

Results
Charge = +1
Molecular weight = 925.0 g/mol
Max |F| = 1.07 eV Å⁻¹
Multiplicity = 1
Kohn-Sham gap = 0.2578 Eh



Taking the records one at a time from the top gives energy values of -9230.13735, -5690.50187, -2215.58183, -325.90937, -3402.56410 Eh.